(1)
{
  "formula": "C5H8O3Rb",
  "method": "the ωB97M-V functional and the def2-TZVPD basis",
  "symbols": ["Rb", "O", "O", "C", "C", "O", "C", "H", "H", "H", "H", "C", "C", "H", "H", "H", "H"],
  "positions_angstrom": [[3.448997, 1.724026, -0.335217], [0.449361, 1.329991, -0.851537], [-0.355855, -0.703790, -0.317620], [0.819214, -1.469402, -0.649451], [1.739104, -1.545897, 0.570659], [2.161144, -0.299717, 0.951562], [-0.286413, 0.617636, -0.170248], [0.444233, -2.462210, -0.931996], [1.295986, -0.986260, -1.514613], [2.520822, -2.295303, 0.299868], [1.154330, -2.059317, 1.372146], [-1.508456, 1.136318, 0.562114], [-2.675634, 1.467453, -0.291134], [-1.770731, 0.368919, 1.313790], [-1.189603, 2.003129, 1.167667], [-2.847474, 2.485031, -0.641040], [-3.399025, 0.689399, -0.534957]],
  "atomic_forces_ev_per_a": [[-0.760, -0.584, 0.320], [-0.172, -0.197, 1.114], [-0.109, -0.078, 0.986], [0.054, -0.024, -0.320], [-0.237, 0.487, 0.240], [0.462, -0.233, -0.336], [0.191, 0.163, -2.685], [-0.009, 0.264, -0.014], [0.077, -0.167, 0.220], [0.142, 0.259, -0.043], [0.028, 0.079, -0.163], [0.252, 0.082, 1.741], [-0.185, -0.021, -0.181], [-0.034, 0.177, -0.441], [-0.045, -0.121, -0.474], [0.094, -0.383, 0.054], [0.252, 0.297, -0.018]],
  "mol_weight_g_mol": 201.58,
  "relative_energy_ev": 0.989,
  "energy_ev": -12109.965,
  "homo_energy_ha": [-0.2520, -0.2521],
  "orbital_gap_ev": [6.2570, 6.2588],
  "e_lumo_ev": [-0.601, -0.602],
  "s2": 0.754,
  "multiplicity": 2
}

(2)
{
  "formula": "CH2N2O2S",
  "method": "the ωB97M-V functional and the def2-TZVPD basis",
  "symbols": ["C", "N", "N", "O", "O", "S", "H", "H"],
  "positions_angstrom": [[0.474811, -0.174640, 0.920987], [-0.518181, -0.927060, 0.688933], [0.974938, 0.548171, -0.116155], [-2.199075, -0.166139, -1.243987], [0.334538, 0.269733, -1.258251], [-0.971571, -0.842086, -0.990224], [0.808787, -0.249207, 1.947469], [1.095752, 1.541228, 0.051229]],
  "atomic_forces_ev_per_a": [[-0.930, -0.373, 0.201], [-1.402, -0.926, -1.504], [1.874, 0.798, 2.014], [-1.042, 0.678, 0.441], [-0.988, -0.486, -1.514], [1.603, -0.699, 0.614], [0.826, 0.975, -0.116], [0.059, 0.034, -0.136]],
  "mol_weight_g_mol": 106.11,
  "relative_energy_ev": 4.402,
  "energy_ev": -18976.926,
  "homo_energy_ha": -0.3621,
  "orbital_gap_ev": 10.5294,
  "e_lumo_ev": 0.677
}

(3)
{
  "formula": "C4H12N6",
  "method": "the ωB97M-V functional and the def2-TZVPD basis",
  "symbols": ["C", "C", "C", "C", "N", "N", "N", "N", "N", "N", "H", "H", "H", "H", "H", "H", "H", "H", "H", "H", "H", "H"],
  "positions_angstrom": [[0.562369, -0.632401, 0.187122], [-0.127171, 1.110859, -1.281963], [1.216561, -0.507968, 1.578935], [-0.476551, 2.299632, -1.926321], [0.543491, 0.499492, -0.525967], [-0.714181, -1.274527, 0.204416], [-1.632230, -0.840417, -0.536781], [-1.039360, 3.392057, -1.092420], [-2.817718, -1.359172, -0.711515], [2.090851, -1.761964, 1.672322], [1.931277, 0.309712, 1.483514], [0.462117, -0.628684, 2.352069], [0.264192, 2.642353, -2.671291], [-1.352891, 1.926461, -2.452964], [-0.769188, -1.966107, 0.878298], [-0.880662, 3.447837, -0.140691], [-1.166163, 4.207469, -1.622985], [-3.380927, -0.680809, -1.120040], [-3.278869, -1.997760, -0.161628], [1.677391, -2.783421, 1.657773], [2.464205, -1.745873, 2.609679], [2.864971, -1.800027, 1.064148]],
  "atomic_forces_ev_per_a": [[0.215, 0.233, 1.501], [2.971, 0.534, 1.542], [-0.393, -2.282, -3.546], [-2.296, 1.975, -0.224], [-1.347, -0.425, -0.596], [0.107, 2.292, -1.712], [-0.080, 0.060, -0.089], [0.179, -2.487, -2.009], [2.501, 1.107, -0.517], [-1.257, -2.578, 2.556], [-0.424, 0.204, 0.949], [0.472, 0.801, 0.550], [-0.033, -0.531, 0.317], [-0.334, 0.071, -1.184], [-0.945, -2.219, 1.378], [0.726, 0.273, 1.772], [-0.136, 1.201, -0.298], [-1.339, 1.032, -1.227], [-0.780, -2.125, 1.946], [0.261, 2.572, -0.408], [0.735, -0.037, 0.709], [1.197, 0.330, -1.411]],
  "mol_weight_g_mol": 144.18,
  "relative_energy_ev": 5.746,
  "energy_ev": -13261.028,
  "homo_energy_ha": -0.5757,
  "orbital_gap_ev": 7.9502,
  "e_lumo_ev": -7.717,
  "charge": 2
}

(4)
{
  "formula": "C7H11N",
  "method": "the ωB97M-V functional and the def2-TZVPD basis",
  "symbols": ["C", "C", "C", "C", "C", "C", "C", "H", "H", "H", "H", "H", "H", "H", "H", "H", "H", "H", "N"],
  "positions_angstrom": [[2.612505, -0.212053, -0.318917], [1.471413, 0.442694, 0.474741], [0.253660, -0.172263, 0.577574], [-1.825062, -0.959919, -0.312996], [-2.028710, 0.533076, -0.246409], [-1.128672, 1.427439, -0.004742], [0.324536, 1.017848, -0.485374], [3.118553, 0.620540, -0.996570], [2.371084, -0.896919, -1.290128], [3.264065, -0.808176, 0.167793], [1.483366, 0.847520, 1.477171], [-0.328111, 0.128536, 1.583038], [-0.488694, -1.859416, 0.810876], [-2.193591, -1.269081, -1.294980], [-2.527765, -1.285312, 0.622154], [-3.136076, 0.493276, 0.330857], [-1.554907, 2.447720, 0.295721], [0.625827, 0.747867, -1.410206], [-0.313419, -1.243375, 0.020397]],
  "atomic_forces_ev_per_a": [[-1.506, 2.903, -5.708], [2.050, 0.880, -0.738], [-3.687, 0.704, 1.644], [0.549, 1.162, 1.736], [-5.334, -2.861, 2.826], [1.563, 3.900, -1.949], [-1.519, 1.035, 6.545], [-0.316, -1.394, 2.037], [-0.710, 1.315, 2.585], [2.280, -1.388, 2.108], [2.059, 0.925, -0.252], [1.410, -0.252, -1.856], [0.525, -0.864, -0.446], [0.396, -0.948, 0.382], [1.715, -0.177, -2.460], [2.512, 1.763, -2.146], [1.380, -1.203, -0.199], [-0.206, -1.038, -3.020], [-3.161, -4.461, -1.087]],
  "mol_weight_g_mol": 109.17,
  "relative_energy_ev": 7.639,
  "energy_ev": -8920.090,
  "homo_energy_ha": -0.3020,
  "orbital_gap_ev": 9.1066,
  "smiles": "C[C@H]1[C@@H]2C=CCN[C@@H]12",
  "e_lumo_ev": 0.890
}

(5)
{
  "formula": "C7H12N2",
  "method": "the ωB97M-V functional and the def2-TZVPD basis",
  "symbols": ["C", "C", "C", "C", "N", "C", "C", "C", "N", "H", "H", "H", "H", "H", "H", "H", "H", "H", "H", "H", "H"],
  "positions_angstrom": [[-0.624272, 1.732411, 0.125570], [2.045645, 0.920914, 0.534088], [0.929005, -1.901275, -0.061383], [-2.312613, -0.850232, 0.349798], [0.342237, 1.873427, -0.977623], [0.794080, 0.720943, -0.255967], [0.257704, -0.638933, -0.521035], [-1.180670, -0.435369, -0.487574], [-0.711740, -0.643045, -1.678157], [-0.111679, 1.568735, -1.839771], [-0.378808, 2.322434, 1.003502], [-1.647320, 1.948663, -0.156235], [2.107203, 0.254713, 1.395152], [2.899474, 0.720837, -0.124490], [2.133454, 1.956175, 0.869784], [0.263947, -2.752318, -0.219741], [1.177161, -1.868566, 1.004090], [1.850862, -2.082459, -0.621194], [-2.101777, -0.671860, 1.405228], [-2.536617, -1.907132, 0.182470], [-3.195278, -0.268063, 0.073487]],
  "atomic_forces_ev_per_a": [[2.413, 0.601, 0.025], [-0.040, 0.164, 0.249], [0.205, 0.061, -0.211], [-0.719, 0.835, 0.164], [0.470, 0.115, -0.413], [-1.882, 1.401, 0.902], [-1.223, 0.165, -0.082], [1.484, -3.520, -1.440], [-0.697, 1.018, 1.091], [0.033, 0.088, 0.126], [0.249, 0.196, -0.121], [-0.225, -1.008, -0.166], [0.031, 0.013, -0.062], [-0.087, -0.024, 0.018], [-0.058, -0.115, -0.057], [0.036, 0.091, -0.048], [-0.026, 0.041, -0.090], [0.001, -0.073, 0.080], [-0.006, -0.018, -0.071], [0.171, 0.128, -0.027], [-0.132, -0.159, 0.131]],
  "mol_weight_g_mol": 124.19,
  "relative_energy_ev": 4.355,
  "energy_ev": -10429.122,
  "homo_energy_ha": -0.2790,
  "orbital_gap_ev": 8.4807,
  "smiles": "CC1=N[C@@]1(C)[C@]1(C)CN1",
  "e_lumo_ev": 0.888
}

(6)
{
  "formula": "H2OXe",
  "method": "the ωB97M-V functional and the def2-TZVPD basis",
  "symbols": ["Xe", "O", "H", "H"],
  "positions_angstrom": [[-0.100366, -0.773971, -0.015463], [-0.256261, 1.369387, -0.322694], [-0.050089, -2.460570, 0.167866], [0.406716, 1.865154, 0.170291]],
  "atomic_forces_ev_per_a": [[0.005, -0.018, 0.006], [-0.004, 0.009, -0.004], [-0.002, 0.012, -0.003], [0.001, -0.002, 0.001]],
  "mol_weight_g_mol": 149.31,
  "energy_ev": -11037.358,
  "homo_energy_ha": -0.3430,
  "orbital_gap_ev": 9.7300,
  "e_lumo_ev": 0.398
}

(7)
{
  "formula": "C20H14BBrFINO4",
  "method": "the ωB97M-V functional and the def2-TZVPD basis",
  "symbols": ["C", "O", "B", "O", "C", "C", "C", "F", "N", "I", "C", "Br", "C", "H", "H", "H", "H", "H", "H", "C", "C", "C", "C", "C", "C", "C", "O", "C", "C", "C", "C", "C", "C", "C", "O", "H", "H", "H", "H", "H", "H", "H", "H"],
  "positions_angstrom": [[-0.438114, 2.333040, -0.847912], [0.679944, 2.383781, 0.065935], [1.655679, 3.291771, -0.224765], [2.606085, 3.121664, -1.173642], [1.696701, 4.619261, 0.663159], [1.064929, 5.804750, 0.292394], [1.125197, 6.870328, 1.144586], [0.537279, 8.011517, 0.857001], [1.770649, 6.833606, 2.332956], [1.739226, 8.546232, 3.506144], [2.392576, 5.680689, 2.711445], [3.262427, 5.599962, 4.340698], [2.367426, 4.579687, 1.892822], [-0.331552, 1.473767, -1.505912], [-0.517003, 3.242559, -1.443986], [-1.343572, 2.225805, -0.258636], [2.847218, 2.191531, -1.275576], [0.529723, 5.914696, -0.640093], [2.867039, 3.681310, 2.222906], [-1.903714, -6.149716, -3.120808], [-2.786083, -6.497901, -2.104209], [-2.814237, -5.770273, -0.926607], [-1.951915, -4.694919, -0.756686], [-1.052725, -4.355711, -1.771733], [-1.038434, -5.081725, -2.956062], [-0.091476, -3.232328, -1.603447], [0.684885, -2.920350, -2.481255], [-0.108871, -2.492265, -0.305991], [0.813037, -1.473391, -0.102382], [0.806357, -0.763018, 1.084563], [-0.125280, -1.061339, 2.073978], [-1.041022, -2.080827, 1.878784], [-1.031584, -2.803492, 0.691510], [-2.012699, -3.916687, 0.512305], [-2.823865, -4.171071, 1.374666], [-1.889565, -6.716443, -4.041982], [-3.454075, -7.338855, -2.232710], [-3.499234, -6.027789, -0.131042], [-0.344607, -4.803972, -3.737032], [1.529100, -1.252860, -0.882653], [1.526251, 0.028581, 1.240757], [-0.134019, -0.500175, 2.999182], [-1.768086, -2.329427, 2.639333]],
  "atomic_forces_ev_per_a": [[-0.050, -0.360, 0.111], [0.005, 0.448, -0.005], [-0.192, -0.290, -0.093], [0.376, 0.102, 0.651], [0.160, 0.140, 0.002], [0.079, -0.272, -0.056], [-0.041, 0.319, 0.244], [0.170, -0.291, 0.035], [-0.121, 0.111, -0.084], [0.009, -0.082, -0.064], [-0.086, 0.085, -0.078], [0.107, 0.014, 0.171], [-0.221, 0.008, -0.307], [0.006, 0.002, -0.051], [0.059, 0.029, -0.051], [-0.012, -0.040, 0.046], [-0.259, -0.012, -0.542], [-0.008, 0.080, 0.013], [0.036, 0.011, 0.051], [-0.008, 0.001, 0.012], [0.011, 0.013, -0.008], [-0.037, -0.060, -0.048], [0.047, 0.048, 0.008], [0.006, 0.024, 0.056], [-0.025, -0.066, -0.045], [0.009, 0.001, -0.028], [-0.007, 0.015, -0.012], [-0.043, -0.049, -0.006], [0.036, 0.110, 0.043], [-0.016, -0.018, 0.020], [-0.008, -0.014, -0.034], [0.028, 0.077, 0.051], [0.005, -0.029, -0.046], [-0.019, -0.009, 0.015], [-0.004, -0.004, 0.005], [-0.001, -0.009, -0.005], [-0.009, -0.004, -0.007], [0.004, 0.044, 0.034], [0.035, 0.034, 0.026], [-0.010, -0.054, -0.041], [0.000, 0.010, 0.024], [0.012, -0.006, 0.014], [-0.022, -0.054, -0.020]],
  "mol_weight_g_mol": 568.95,
  "relative_energy_ev": 0.000,
  "energy_ev": -112179.259,
  "homo_energy_ha": -0.4152,
  "orbital_gap_ev": 6.1449,
  "e_lumo_ev": -5.154,
  "charge": 1
}